# 1
ORCA calculation (ωB97M-V/def2-TZVPD) on a structure of composition C42H35FN3S6TeZr in a non-equilibrium geometry.

The value obtained for the max |F| is 1.141 eV/Å. The calculation puts the total energy at -124891.3649 eV. The value obtained for the energy above the lowest of the compared OMol25 structures with the same formula, charge and spin is 21.7 kcal per mole. As for the frontier orbital gap: 5.156 eV.

The geometry in ORCA input format:
```
! wB97M-V def2-TZVPD RIJCOSX def2/J DEFGRID3
* xyz 1 1
Zr -0.62 -0.72 -0.21
C 3.86 -2.16 -0.41
C 2.47 -2.69 -0.22
C 1.88 -2.73 1.04
C 0.60 -3.25 1.23
C 0.04 -3.44 2.62
C -0.09 -3.74 0.12
C 0.49 -3.75 -1.15
C -0.23 -4.33 -2.33
C 1.75 -3.20 -1.30
H 4.58 -2.98 -0.41
H 4.15 -1.47 0.38
H 3.96 -1.64 -1.37
H 2.44 -2.39 1.90
H 0.30 -4.43 2.99
H -1.05 -3.37 2.62
H 0.44 -2.71 3.32
H -1.06 -4.20 0.26
H -0.25 -3.61 -3.15
H -1.26 -4.59 -2.08
H 0.28 -5.22 -2.68
H 2.19 -3.15 -2.29
N -2.47 -0.15 3.87
C -3.77 -0.70 4.05
C -4.30 -0.84 5.32
C -5.57 -1.37 5.47
C -6.28 -1.78 4.36
C -5.73 -1.67 3.09
C -4.47 -1.10 2.94
S -3.82 -0.85 1.32
N -2.11 -0.80 1.64
C -1.70 -0.37 2.79
C -0.24 -0.03 2.96
C 0.30 0.39 4.15
C 1.63 0.76 4.21
C 2.40 0.66 3.07
C 1.79 0.19 1.92
N 0.49 -0.13 1.85
H -2.03 0.18 4.70
H -3.73 -0.53 6.19
H -5.99 -1.47 6.46
H -7.27 -2.20 4.47
H -6.28 -2.00 2.22
H -0.29 0.45 5.06
H 2.06 1.12 5.14
H 3.44 0.93 3.05
H 2.38 0.03 1.03
S -4.23 -1.58 -6.77
C -3.44 -1.43 -5.36
S -1.82 -0.79 -5.23
C -1.62 -1.07 -3.53
C -2.64 -1.64 -2.89
S -2.60 -2.03 -1.18
S -4.04 -2.04 -3.85
S -0.14 -0.63 -2.72
Te 1.70 1.49 -1.04
C 1.39 2.48 -2.85
C 0.73 3.71 -2.80
C 0.51 4.40 -3.98
C 0.93 3.86 -5.19
C 1.58 2.63 -5.23
C 1.81 1.93 -4.05
C 3.75 1.83 -0.82
C 4.67 1.27 -1.69
C 6.02 1.56 -1.54
C 6.45 2.38 -0.50
C 5.53 2.93 0.37
C 4.17 2.66 0.22
H 0.39 4.11 -1.86
H 0.00 5.35 -3.96
H 0.75 4.40 -6.11
H 1.90 2.21 -6.17
H 2.28 0.96 -4.08
H 4.35 0.64 -2.50
H 6.74 1.14 -2.23
H 7.50 2.60 -0.39
H 5.86 3.58 1.17
H 3.45 3.12 0.88
F -3.39 5.01 -0.54
C -2.80 3.81 -0.46
C -2.93 2.92 -1.51
C -2.29 1.69 -1.41
C -1.54 1.31 -0.29
C -1.46 2.26 0.75
C -2.07 3.50 0.67
H -3.50 3.19 -2.38
H -2.41 1.01 -2.24
H -0.88 2.07 1.64
H -1.99 4.23 1.47
*
```


# 2
ORCA calculation (ωB97M-V/def2-TZVPD) on a structure of composition C42H35IN5O2PW in a non-equilibrium geometry.

The value obtained for the max |F| is 1.452 eV/Å. The calculation puts the total energy at -74869.8870 eV. The value obtained for the energy above the lowest of the compared OMol25 structures with the same formula, charge and spin is 33.8 kcal per mole. As for the frontier orbital gap (alpha / beta): 6.416 / 7.298 eV. Its expectation value of S² is 2.019.

The geometry in ORCA input format:
```
! wB97M-V def2-TZVPD RIJCOSX def2/J DEFGRID3
* xyz 2 3
W -0.91 -0.36 -0.53
C 3.12 1.67 -2.15
C 1.85 2.46 -2.24
N 1.99 3.73 -2.54
C 0.96 4.57 -2.59
C -0.31 4.20 -2.24
C -1.43 5.21 -2.17
O -2.11 5.19 -0.92
C -0.52 2.83 -1.91
C -1.83 2.42 -1.57
N -2.23 1.29 -1.04
C -3.63 1.24 -0.80
C -4.29 2.28 -0.15
C -5.67 2.25 0.01
C -6.41 1.19 -0.48
C -5.78 0.13 -1.12
C -4.40 0.17 -1.26
I -3.35 -1.40 -2.22
C 0.55 1.91 -1.98
O 0.32 0.62 -1.84
H 3.91 2.35 -1.84
H 3.41 1.28 -3.13
H 3.05 0.85 -1.45
H 1.19 5.59 -2.89
H -2.18 4.99 -2.94
H -1.03 6.20 -2.39
H -1.69 5.82 -0.32
H -2.62 3.14 -1.77
H -3.71 3.11 0.23
H -6.16 3.07 0.52
H -7.49 1.18 -0.38
H -6.34 -0.70 -1.52
N -0.52 -3.23 1.01
C -0.33 -3.39 -0.35
C 0.06 -4.63 -0.84
C 0.33 -4.77 -2.18
C 0.18 -3.66 -3.02
C -0.21 -2.47 -2.46
N -0.46 -2.31 -1.14
C -1.51 -2.47 1.65
C -1.98 -2.94 2.87
C -2.95 -2.23 3.55
C -3.43 -1.06 2.96
C -2.91 -0.66 1.77
N -1.95 -1.33 1.08
H -0.24 -4.03 1.55
H 0.14 -5.47 -0.16
H 0.65 -5.72 -2.58
H 0.38 -3.72 -4.08
H -0.31 -1.58 -3.07
H -1.57 -3.85 3.28
H -3.33 -2.59 4.49
H -4.20 -0.48 3.44
H -3.26 0.25 1.31
C 3.56 -1.06 4.55
C 2.19 -1.25 4.51
C 1.52 -1.27 3.29
C 2.24 -1.11 2.11
C 3.62 -0.91 2.15
C 4.28 -0.90 3.37
P 1.41 -0.80 0.50
C 2.58 -1.64 -0.65
C 2.86 -1.26 -1.96
C 3.74 -2.01 -2.74
C 4.30 -3.17 -2.24
C 3.97 -3.60 -0.96
C 3.12 -2.84 -0.17
C 1.23 0.99 0.84
C 2.09 1.92 1.41
C 1.53 3.04 2.01
C 0.15 3.19 2.07
C -0.69 2.25 1.49
C -0.17 1.14 0.85
H 4.07 -1.04 5.50
H 1.63 -1.37 5.43
H 0.45 -1.40 3.26
H 4.19 -0.77 1.24
H 5.35 -0.75 3.40
H 2.43 -0.36 -2.38
H 3.98 -1.68 -3.74
H 4.99 -3.75 -2.84
H 4.39 -4.51 -0.56
H 2.89 -3.17 0.83
H 3.16 1.76 1.41
H 2.18 3.77 2.47
H -0.27 4.04 2.58
H -1.77 2.41 1.54
*
```


# 3
ORCA calculation (ωB97M-V/def2-TZVPD) on a structure of composition C42H35N4O4PtS4.

The value obtained for the max |F| is 0.840 eV/Å. The calculation puts the total energy at -104852.9484 eV. The value obtained for the energy above the lowest of the compared OMol25 structures with the same formula, charge and spin is 0.0 kcal per mole. As for the frontier orbital gap: 6.363 eV.

The geometry in ORCA input format:
```
! wB97M-V def2-TZVPD RIJCOSX def2/J DEFGRID3
* xyz -1 1
Pt -0.32 0.17 -0.15
N 1.65 -0.29 0.51
S 2.87 0.51 0.32
N 3.57 0.41 2.04
S 2.85 0.21 3.31
N 1.33 0.15 3.62
S -0.13 0.55 3.05
N -0.77 0.22 1.80
C -0.25 2.32 3.41
C -1.00 3.04 2.50
C -1.16 4.41 2.69
C -0.58 5.03 3.79
C 0.16 4.29 4.71
C 0.33 2.93 4.52
C -1.09 -0.15 4.39
C -2.36 -0.57 4.06
C -3.18 -1.09 5.06
C -2.72 -1.18 6.36
C -1.43 -0.76 6.68
C -0.61 -0.24 5.69
C 3.37 -1.35 4.04
C 4.73 -1.62 4.05
C 5.19 -2.81 4.60
C 4.28 -3.71 5.14
C 2.92 -3.45 5.10
C 2.46 -2.26 4.55
C 3.52 1.42 4.46
C 3.51 2.73 4.01
C 3.99 3.73 4.84
C 4.46 3.42 6.11
C 4.45 2.11 6.55
C 3.97 1.09 5.73
C 4.39 -0.25 -0.36
C 4.35 -0.77 -1.65
C 5.46 -1.42 -2.17
C 6.62 -1.55 -1.41
C 6.65 -1.05 -0.12
C 5.54 -0.41 0.41
C 3.14 2.30 0.43
C 2.02 3.05 0.71
C 2.15 4.42 0.90
C 3.40 5.01 0.81
C 4.52 4.24 0.52
C 4.40 2.87 0.33
H -1.43 2.53 1.65
H -1.72 4.99 1.98
H -0.70 6.10 3.94
H 0.61 4.77 5.57
H 0.91 2.34 5.22
H -2.68 -0.50 3.03
H -4.18 -1.43 4.80
H -3.36 -1.58 7.14
H -1.07 -0.84 7.70
H 0.40 0.06 5.92
H 5.42 -0.91 3.61
H 6.25 -3.02 4.61
H 4.64 -4.64 5.57
H 2.22 -4.17 5.50
H 1.40 -2.03 4.51
H 3.16 2.97 3.01
H 3.98 4.75 4.49
H 4.84 4.20 6.75
H 4.81 1.86 7.54
H 3.95 0.07 6.08
H 3.45 -0.67 -2.24
H 5.42 -1.81 -3.17
H 7.49 -2.05 -1.83
H 7.54 -1.15 0.49
H 5.57 -0.01 1.41
H 1.05 2.57 0.75
H 1.27 5.01 1.10
H 3.51 6.08 0.95
H 5.50 4.70 0.45
H 5.27 2.27 0.10
C -5.16 0.19 -0.59
C -4.45 1.38 -0.69
C -3.06 1.38 -0.64
C -2.31 0.20 -0.49
C -3.05 -0.98 -0.40
C -4.44 -1.00 -0.45
H -6.24 0.18 -0.62
H -4.99 2.32 -0.80
H -2.53 2.33 -0.74
H -2.52 -1.92 -0.28
H -4.97 -1.94 -0.38
O 1.43 1.85 -3.65
S 1.15 1.50 -2.28
O 0.29 0.25 -2.18
O 0.56 2.60 -1.53
O 2.51 1.13 -1.62
*
```